[1]
Density functional theory data (ωB97M-V/def2-TZVPD) for a structure of composition C57H72BiFN9O12Se.

Net charge = -1
Energy relative to the best compared isomer or geometry (same formula, charge and spin) = 31.63 kcal/mol
LUMO level = -0.6 eV
Strongest force on any atom = 0.0154 Eh/bohr
Gap between HOMO and LUMO = 0.1425 Ha
E_tot = -172159.8505 eV

Structure (XYZ):
```
153
Properties=species:S:1:pos:R:3:forces:R:3
Bi -1.066 -0.751 0.975 -0.3 -0.1 0.7
C -3.524 1.784 -6.294 0.0 0.0 0.0
C -2.404 0.763 -6.047 0.0 0.0 0.0
C -2.645 -0.470 -6.930 0.0 0.0 0.0
C -1.078 1.399 -6.466 0.0 0.0 0.0
C -2.391 0.337 -4.579 -0.1 0.0 0.0
C -1.294 0.480 -3.753 0.0 0.1 0.1
C -1.329 0.009 -2.443 0.0 -0.1 0.1
Se 0.192 0.277 -1.315 0.3 0.2 -0.7
C 1.278 -1.219 -1.807 -0.1 -0.1 0.1
C 1.911 -1.205 -3.041 0.1 0.0 0.0
C 2.729 -2.254 -3.427 0.0 0.0 0.0
C 2.943 -3.248 -2.469 0.0 0.0 0.1
C 2.369 -3.277 -1.204 0.1 0.0 -0.1
C 1.384 -2.287 -0.877 -0.1 -0.2 0.0
O 0.622 -2.375 0.171 0.1 0.3 -0.2
C 2.796 -4.415 -0.253 -0.1 0.0 -0.1
C 4.325 -4.589 -0.305 0.0 0.0 0.0
C 2.125 -5.724 -0.695 -0.1 0.0 0.0
C 2.447 -4.166 1.217 0.0 0.1 0.0
C 3.373 -2.360 -4.809 0.0 0.0 0.0
C 2.858 -3.623 -5.515 0.0 0.0 0.0
C 4.901 -2.444 -4.685 0.0 0.0 0.0
C 3.031 -1.154 -5.686 0.0 0.0 0.0
C -2.453 -0.627 -1.892 -0.2 -0.1 0.1
O -2.464 -1.163 -0.687 0.2 0.1 -0.2
C -3.631 -0.668 -2.697 -0.1 0.0 0.0
C -3.542 -0.221 -4.005 0.0 0.0 0.0
C -4.976 -1.097 -2.092 0.1 0.0 0.0
C -6.112 -1.027 -3.116 0.0 0.0 0.0
C -5.317 -0.137 -0.938 0.0 0.0 0.0
C -4.933 -2.535 -1.553 0.0 0.0 0.0
H -3.520 2.113 -7.339 0.0 0.0 0.0
H -4.508 1.362 -6.078 0.1 0.0 0.0
H -3.389 2.660 -5.654 0.0 0.0 0.0
H -2.653 -0.192 -7.990 0.0 0.0 0.0
H -1.857 -1.212 -6.772 0.0 0.0 0.0
H -3.600 -0.944 -6.694 0.0 0.0 0.0
H -1.117 1.661 -7.527 0.0 0.0 0.0
H -0.874 2.311 -5.898 0.0 -0.1 0.0
H -0.240 0.710 -6.321 -0.1 0.0 0.0
H -0.393 0.973 -4.097 0.0 -0.1 0.0
H 1.743 -0.357 -3.695 0.0 0.0 0.0
H 3.610 -4.063 -2.733 0.0 0.0 0.0
H 4.682 -4.927 -1.280 0.0 0.0 0.0
H 4.823 -3.644 -0.071 0.0 -0.1 0.0
H 4.633 -5.335 0.434 0.0 0.0 0.0
H 2.438 -6.006 -1.704 0.0 0.0 0.0
H 2.381 -6.542 -0.011 0.0 0.0 0.0
H 1.037 -5.610 -0.702 0.1 0.0 0.0
H 2.845 -3.209 1.568 0.0 -0.1 0.0
H 1.376 -4.144 1.379 0.1 0.0 0.0
H 2.881 -4.968 1.822 0.0 0.0 0.0
H 3.093 -4.521 -4.938 0.0 0.0 0.0
H 1.772 -3.577 -5.631 0.0 0.0 0.0
H 3.310 -3.726 -6.508 0.0 0.0 0.0
H 5.209 -3.321 -4.110 0.0 0.0 0.0
H 5.365 -2.510 -5.676 0.0 0.0 0.0
H 5.291 -1.558 -4.177 0.0 0.0 0.0
H 1.950 -1.059 -5.825 0.1 0.0 0.0
H 3.402 -0.222 -5.250 0.0 -0.1 0.0
H 3.489 -1.273 -6.673 0.0 0.0 0.0
H -4.427 -0.290 -4.625 0.0 0.0 0.0
H -6.259 -0.012 -3.495 0.0 0.0 0.0
H -5.941 -1.696 -3.965 0.0 0.0 0.0
H -7.040 -1.337 -2.629 0.0 0.0 0.0
H -5.351 0.895 -1.301 0.0 0.0 0.0
H -6.293 -0.393 -0.513 0.0 0.0 0.0
H -4.579 -0.204 -0.140 0.0 0.0 0.0
H -4.642 -3.241 -2.339 0.0 0.0 0.0
H -4.225 -2.610 -0.733 0.0 0.0 -0.1
H -5.923 -2.817 -1.181 0.0 0.0 0.0
C 4.960 2.949 5.846 0.0 0.0 0.0
C 3.498 3.372 5.778 0.0 -0.1 -0.1
N 2.798 2.790 4.642 0.0 0.0 0.1
C 2.118 1.605 4.825 0.0 0.2 0.0
C 1.465 0.922 3.868 0.3 0.1 -0.1
C 0.628 -0.284 4.272 0.0 0.3 0.4
O 0.949 -0.869 5.319 -0.1 0.0 -0.4
O -0.363 -0.437 3.519 -0.4 -0.6 0.0
C 1.544 1.396 2.504 -0.1 0.1 -0.1
O 1.185 0.788 1.506 0.1 -0.1 0.0
C 2.154 2.735 2.339 0.1 -0.1 0.1
C 2.071 3.340 1.093 -0.1 -0.1 -0.1
C 2.669 4.550 0.884 -0.1 0.0 0.0
F 2.519 5.172 -0.315 0.0 0.0 0.0
C 3.416 5.168 1.880 0.1 0.0 -0.1
C 3.491 4.575 3.130 0.1 0.1 0.1
C 2.815 3.377 3.394 0.0 -0.1 0.0
N 4.143 6.377 1.654 0.1 0.1 0.1
C 3.848 7.533 2.482 0.0 0.0 -0.1
C 5.193 8.202 2.845 0.0 0.0 -0.1
N 6.194 7.692 1.843 -0.2 0.0 -0.1
C 5.636 7.843 0.454 0.0 -0.1 0.1
C 4.517 6.783 0.308 0.1 0.0 0.2
H 5.457 3.414 6.700 0.0 0.0 0.0
H 5.494 3.230 4.934 0.0 0.0 0.0
H 5.033 1.866 5.952 0.0 0.0 0.0
H 3.405 4.458 5.735 0.0 0.0 0.0
H 2.971 3.053 6.674 0.0 0.0 0.0
H 2.102 1.213 5.836 0.0 0.0 0.0
H 1.509 2.846 0.308 0.0 0.0 0.1
H 4.107 5.039 3.891 0.0 0.0 0.0
H 3.329 7.227 3.384 0.0 0.0 0.0
H 3.204 8.247 1.956 0.0 0.0 0.0
H 5.552 7.920 3.832 0.0 0.0 0.0
H 5.160 9.286 2.765 0.0 0.0 0.0
H 6.232 6.680 2.012 0.1 -0.1 0.0
H 7.112 8.109 1.958 0.0 0.1 0.0
H 6.436 7.704 -0.267 0.0 0.0 0.0
H 5.260 8.860 0.376 0.0 0.0 0.0
H 4.886 5.915 -0.232 0.0 0.0 0.0
H 3.695 7.212 -0.267 0.0 0.0 0.0
O -1.095 3.339 1.891 0.1 0.1 0.0
C -1.737 2.310 1.695 0.0 -0.5 -0.3
O -1.486 1.481 0.731 -0.1 0.3 0.3
C -2.933 2.008 2.576 0.0 0.0 0.0
C -3.349 3.028 3.392 0.0 0.1 0.0
C -4.477 2.906 4.201 0.0 0.2 0.1
C -5.232 1.752 4.173 -0.1 0.0 0.1
C -4.848 0.727 3.348 -0.1 -0.2 -0.1
C -3.642 0.745 2.552 0.1 -0.1 -0.1
O -3.252 -0.287 1.938 0.0 0.1 0.2
N -5.738 -0.440 3.328 0.1 0.1 0.0
O -5.843 -1.074 2.298 0.0 0.0 0.0
O -6.364 -0.699 4.348 0.0 0.0 0.0
N -4.893 4.006 5.049 0.0 -0.2 -0.1
O -5.886 3.859 5.750 0.0 0.0 0.0
O -4.238 5.037 5.031 0.1 0.0 0.0
H -2.777 3.945 3.391 0.0 0.0 0.0
H -6.121 1.657 4.777 0.0 0.0 0.0
C -2.026 -4.120 0.528 0.0 -0.1 0.3
N -2.117 -3.209 1.695 0.2 -0.1 -0.1
C -3.476 -3.298 2.263 0.1 -0.1 0.0
N -3.793 -4.678 2.663 0.1 0.0 0.0
C -3.666 -5.543 1.487 0.1 0.1 0.0
N -2.319 -5.509 0.904 0.0 0.1 0.1
C -1.362 -5.909 1.942 0.0 0.1 0.0
N -1.427 -5.055 3.131 -0.1 0.0 -0.1
C -1.158 -3.671 2.723 -0.2 0.0 0.0
C -2.799 -5.109 3.651 0.0 0.1 -0.1
H -1.017 -4.054 0.119 0.0 0.0 0.0
H -2.736 -3.791 -0.226 0.0 0.0 0.0
H -4.198 -2.942 1.532 0.0 0.0 0.0
H -3.532 -2.648 3.134 0.0 0.0 0.0
H -4.384 -5.218 0.731 0.0 0.0 0.0
H -3.899 -6.569 1.777 0.0 0.0 0.0
H -0.352 -5.863 1.528 0.0 0.0 0.0
H -1.574 -6.938 2.239 0.0 0.0 0.0
H -0.150 -3.594 2.318 0.0 0.0 0.0
H -1.231 -3.013 3.591 0.0 0.0 0.0
H -2.869 -4.465 4.529 0.0 0.0 0.0
H -3.021 -6.137 3.948 0.0 0.0 0.0
```
Forces are in eV/Å.



[2]
Density functional theory data (ωB97M-V/def2-TZVPD) for a cluster of 2 separate species, C4H14NOP2 in total at a distorted geometry.

Net charge = +1
Energy relative to the best compared isomer or geometry (same formula, charge and spin) = 52.50 kcal/mol
LUMO level = -2.6 eV
Strongest force on any atom = 0.0853 Eh/bohr
Gap between HOMO and LUMO = 0.3605 Ha
E_tot = -26480.0242 eV

Structure (XYZ):
```
22
Properties=species:S:1:pos:R:3:forces:R:3
C 2.179 -2.039 -1.172 -1.5 -0.6 -1.2
C 0.771 -1.750 0.956 -3.3 -0.4 -1.0
C 0.856 -0.171 -0.732 -3.7 1.8 -0.9
C -2.149 2.245 0.419 2.6 -0.3 0.4
N 1.166 -1.375 -0.370 1.7 1.9 0.6
O -0.046 0.554 -0.144 3.0 -1.1 -1.1
P -0.705 2.921 -0.474 -3.6 -0.6 0.8
P -2.057 0.603 1.144 -3.8 2.1 -0.5
H 2.855 -2.570 -0.558 1.2 0.0 0.6
H 1.624 -2.814 -1.706 0.3 -0.1 -0.4
H 2.594 -1.322 -1.914 0.1 -0.7 0.8
H 0.309 -0.941 1.511 0.9 0.5 0.0
H -0.144 -2.337 0.778 0.5 -0.8 0.6
H 1.514 -2.246 1.472 1.4 -1.1 1.1
H 1.144 0.063 -1.783 0.3 0.4 0.9
H -2.192 2.977 1.251 -0.8 -0.3 -0.3
H -1.309 4.175 -0.623 0.7 0.3 -0.3
H -1.413 0.214 2.275 0.8 -0.2 0.7
H 0.548 3.133 -0.070 1.6 0.3 1.1
H -0.410 2.470 -1.716 -0.3 -0.3 -1.0
H -2.027 -0.437 0.279 -0.1 -0.6 -0.5
H -3.496 0.525 1.597 1.9 -0.1 -0.2
```
Forces are in eV/Å.



[3]
Density functional theory data (ωB97M-V/def2-TZVPD) for a cluster of 6 separate species, C16H31O18 in total at a distorted geometry.

Net charge = -1
Energy relative to the best compared isomer or geometry (same formula, charge and spin) = 38.13 kcal/mol
LUMO level = 2.4 eV
Strongest force on any atom = 0.0742 Eh/bohr
Gap between HOMO and LUMO = 0.2423 Ha
E_tot = -53950.0410 eV

Structure (XYZ):
```
65
Properties=species:S:1:pos:R:3:forces:R:3
O -0.647 0.353 0.182 -1.5 1.2 0.2
C -0.668 1.670 0.699 1.5 3.0 1.8
O -1.819 2.100 0.957 0.0 -0.9 -0.7
O 0.395 2.307 0.918 -0.3 -1.7 -0.9
H -1.646 0.439 0.219 0.6 -1.4 -0.6
C 3.164 2.858 -0.636 0.6 -1.4 0.8
O 3.442 4.186 -1.055 -0.1 0.7 0.3
C 3.288 5.201 -0.173 -0.1 -0.8 -0.9
O 2.651 5.201 0.827 0.0 0.1 0.3
O 3.943 6.288 -0.618 0.0 0.4 0.3
C 4.931 6.185 -1.625 0.7 -0.2 0.1
H 2.390 2.371 -1.223 0.0 0.4 -0.2
H 2.876 2.704 0.404 -0.4 0.8 0.0
H 4.115 2.322 -0.721 -0.2 -0.1 -0.4
H 4.508 6.180 -2.628 -0.1 0.2 0.0
H 5.574 5.308 -1.525 -0.3 -0.2 0.1
H 5.600 7.026 -1.449 -0.2 0.3 -0.3
C -1.358 -5.028 -1.506 -0.7 1.1 -0.2
O -0.583 -4.674 -0.383 0.4 -1.0 0.7
C -0.322 -3.413 -0.063 0.0 0.9 0.1
O -0.558 -2.432 -0.712 -0.3 -0.2 -0.6
O 0.259 -3.403 1.127 0.5 -1.2 0.4
C 0.750 -2.170 1.631 -0.5 1.2 0.3
H -1.124 -4.393 -2.363 0.3 -0.3 -0.1
H -2.416 -4.830 -1.305 0.0 -0.2 0.1
H -1.206 -6.089 -1.663 0.1 0.0 -0.2
H 1.594 -1.771 1.070 -0.1 -0.2 -0.2
H 1.041 -2.280 2.673 0.1 -0.6 -0.1
H -0.055 -1.438 1.620 0.2 0.2 -0.2
C 6.224 -1.641 0.080 1.4 0.9 0.7
O 5.140 -2.037 -0.719 0.2 -0.5 0.0
C 4.103 -1.191 -0.755 -0.7 0.8 0.0
O 4.014 -0.139 -0.164 0.3 -0.6 -0.2
O 3.190 -1.707 -1.568 0.3 0.0 -0.2
C 2.036 -0.893 -1.898 -0.3 -0.2 1.2
H 7.145 -2.187 -0.136 -0.5 -0.5 -0.5
H 6.085 -1.762 1.156 -0.6 0.0 -0.1
H 6.513 -0.602 -0.095 -0.4 0.1 0.0
H 1.557 -1.439 -2.701 0.0 0.3 -0.3
H 2.282 0.149 -2.080 0.3 -0.1 -0.5
H 1.356 -0.870 -1.046 -0.1 -0.1 0.0
C -5.782 -0.616 -1.933 -1.3 -0.8 -0.2
O -4.911 0.165 -2.722 0.5 -0.4 0.7
C -3.937 0.796 -2.005 -0.9 1.3 -0.7
O -3.882 0.867 -0.819 0.4 -0.7 0.3
O -3.253 1.495 -2.897 0.5 -0.3 -0.4
C -2.006 2.107 -2.534 0.5 -0.4 0.9
H -6.740 -0.627 -2.459 0.0 0.3 0.0
H -5.954 -0.279 -0.914 0.3 0.4 -0.1
H -5.517 -1.677 -1.882 0.6 0.1 -0.1
H -1.673 2.601 -3.439 0.0 0.3 0.1
H -1.261 1.366 -2.227 -0.2 -0.3 -0.4
H -2.055 2.723 -1.632 -0.5 0.4 -0.3
C -3.088 -1.591 1.623 0.3 1.3 -1.0
O -3.224 -1.442 3.022 -0.4 -1.2 0.7
C -3.733 -0.319 3.562 0.5 -0.3 -1.1
O -3.913 0.699 2.977 -0.5 0.1 0.2
O -3.999 -0.493 4.858 -0.9 -0.1 0.6
C -3.556 -1.639 5.570 1.4 0.0 0.5
H -3.767 -0.936 1.071 0.0 0.2 0.2
H -3.264 -2.603 1.258 0.0 -0.2 0.7
H -2.076 -1.281 1.368 0.0 -0.1 -0.2
H -4.187 -1.937 6.406 -0.6 0.6 -0.3
H -2.616 -1.312 6.026 0.1 -0.4 0.0
H -3.372 -2.527 4.972 -0.1 0.2 -0.3
```
Forces are in eV/Å.



[4]
Density functional theory data (ωB97M-V/def2-TZVPD) for a cluster of 9 separate species, C5H28N2O9 in total at a distorted geometry.

Net charge = 0
Energy relative to the best compared isomer or geometry (same formula, charge and spin) = 60.81 kcal/mol
LUMO level = 0.3 eV
Strongest force on any atom = 0.0669 Eh/bohr
Gap between HOMO and LUMO = 0.3061 Ha
SMILES = N/C=C/C[C@@H](N)CO.O.O.O.O.O.O.O.O
E_tot = -27047.4091 eV

Structure (XYZ):
```
44
Properties=species:S:1:pos:R:3:forces:R:3
N -0.576 -1.026 3.153 1.6 1.6 -1.4
C 0.501 -0.448 2.484 -1.1 -0.2 0.4
C 1.097 -0.993 1.439 0.7 -0.2 -0.4
C 2.101 -0.259 0.598 -0.1 -0.4 0.1
C 1.684 -0.235 -0.866 1.2 -0.1 -0.2
N 2.226 0.948 -1.531 0.3 0.7 0.2
C 2.094 -1.515 -1.584 -0.2 0.6 -1.2
O 1.693 -1.490 -2.952 -0.7 -0.1 0.0
H -0.652 -0.846 4.098 -0.1 0.6 2.2
H -0.724 -1.971 2.938 -0.4 -0.8 -0.3
H 0.700 0.567 2.778 0.3 0.4 0.1
H 0.868 -2.020 1.147 -0.1 0.2 0.1
H 2.226 0.755 0.950 -0.2 0.4 0.2
H 3.093 -0.705 0.713 0.1 -0.2 -0.2
H 0.623 -0.162 -0.946 -1.0 0.1 0.1
H 2.043 0.896 -2.525 0.1 -0.2 -0.2
H 3.238 0.997 -1.419 -0.2 -0.2 -0.1
H 1.714 -2.381 -1.083 -0.4 -0.7 0.4
H 3.170 -1.599 -1.636 0.5 0.0 0.3
H 0.721 -1.678 -3.025 0.8 0.1 0.3
O 0.058 3.160 -1.794 0.2 0.0 -0.4
H 1.010 3.009 -1.649 -0.5 -0.4 -0.1
H -0.339 2.289 -1.945 0.4 0.1 0.0
O -2.908 -2.560 -0.239 -1.0 -0.6 0.0
H -3.871 -2.747 -0.318 1.0 0.2 0.0
H -2.795 -1.628 -0.498 -0.1 0.3 -0.3
O -2.497 1.399 0.881 1.1 1.4 0.0
H -2.147 0.874 1.610 0.1 -0.1 0.2
H -1.864 2.206 0.801 -0.8 -1.1 0.3
O 2.041 3.555 1.121 -0.5 -0.6 -1.9
H 2.474 2.978 0.449 -0.4 0.5 0.8
H 2.615 3.627 1.857 1.0 0.0 1.0
O -1.049 -1.940 -2.861 0.1 2.4 -0.5
H -1.458 -1.165 -2.389 0.4 -0.9 -0.4
H -1.303 -2.696 -2.381 -0.6 -1.4 1.0
O -2.219 -2.700 2.410 -0.2 -2.0 0.1
H -1.736 -3.554 2.540 -1.0 0.9 -0.5
H -2.474 -2.640 1.466 0.1 -0.3 0.1
O -2.525 -0.020 -1.221 1.6 -0.4 1.6
H -2.480 0.533 -0.335 0.0 -0.3 -1.0
H -3.257 0.303 -1.695 -1.5 0.7 -0.9
O -0.750 3.630 0.665 0.5 -0.1 3.4
H -0.543 3.632 -0.235 0.2 0.1 -3.0
H 0.179 3.626 1.029 -1.2 -0.1 0.0
```
Forces are in eV/Å.